Formula: C6H7FN2
Source: the OMol25 dataset
Level of theory: wB97M-V/def2-TZVPD

Results
HOMO-LUMO gap (alpha / beta) = 9.159 / 8.344 eV
relative energy (zero: lowest compared OMol25 entry of this formula, charge and spin) = 361.46 kJ/mol
total energy = -442.05633 Eh
total charge = 0
E_LUMO (alpha / beta) = 0.33 / -0.09 eV
HOMO energy (alpha / beta) = -0.3244 / -0.3100 Ha
largest force on an atom = 3.7 eV/Å

Geometry as XYZ:
```
16
Properties=species:S:1:pos:R:3:forces:R:3
C 2.00466 -1.51898 0.17021 -0.004 0.278 -0.028
C 0.70874 -1.03438 0.24245 -3.554 0.821 0.204
C 0.75384 0.30791 -0.02750 -0.032 -0.551 0.082
C -0.39522 1.25185 -0.01055 -0.067 0.032 0.190
C -1.71448 0.48382 -0.26401 0.144 -0.002 -0.138
C -1.79523 -0.84534 0.40733 2.693 -0.616 -0.549
N 2.81439 -0.52288 -0.13927 1.150 0.233 -0.221
N 2.05764 0.57896 -0.26173 -0.053 -0.199 0.100
F -2.28716 -1.84669 -0.33114 -0.187 0.377 0.225
H 2.37926 -2.50948 0.31374 0.196 -0.236 0.019
H -0.45063 1.74507 0.96644 0.027 0.055 -0.105
H -0.27876 2.02974 -0.76958 -0.105 0.028 0.086
H -2.54563 1.12843 0.04895 -0.028 -0.129 -0.065
H -1.80799 0.29342 -1.33546 -0.070 -0.003 0.065
H -1.94733 -0.99859 1.46337 -0.075 0.070 0.122
H 2.50391 1.45714 -0.47326 -0.034 -0.159 0.013
```
Forces are in eV/Å.

These are the Löwdin partial charges, in e, on atoms 1 to 6: number 1, C, carries -0.19; number 2, C, carries 0.05; number 3, C, carries -0.33; number 4, C, carries -0.14; number 5, C, carries -0.17; number 6, C, carries -0.09